{"formula": "C25H21N3O5", "method": "the ωB97M-V functional and the def2-TZVPD basis", "symbols": ["O", "C", "O", "C", "N", "C", "O", "C", "C", "C", "C", "N", "C", "O", "C", "C", "C", "C", "C", "C", "C", "C", "N", "C", "O", "C", "C", "C", "C", "C", "C", "C", "C", "H", "H", "H", "H", "H", "H", "H", "H", "H", "H", "H", "H", "H", "H", "H", "H", "H", "H", "H", "H", "H"], "coordinates": [[2.395, 1.876, 4.212], [1.815, 2.069, 5.243], [2.406, 2.541, 6.344], [0.337, 1.811, 5.474], [-0.299, 1.239, 4.318], [-1.007, 2.031, 3.465], [-1.282, 3.187, 3.710], [-1.446, 1.318, 2.231], [-1.244, 1.916, 0.994], [-1.585, 1.250, -0.166], [-2.151, -0.021, -0.099], [-2.443, -0.742, -1.264], [-1.698, -0.861, -2.400], [-2.160, -1.381, -3.395], [-0.302, -0.313, -2.358], [0.125, 0.391, -3.421], [1.418, 1.031, -3.603], [2.595, 0.551, -3.022], [3.797, 1.202, -3.230], [3.851, 2.341, -4.015], [2.695, 2.817, -4.613], [1.494, 2.164, -4.417], [0.453, -0.499, -1.200], [0.373, -1.508, -0.279], [0.853, -1.364, 0.829], [-0.269, -2.771, -0.724], [-0.130, -3.255, -2.022], [-0.726, -4.451, -2.379], [-1.458, -5.171, -1.450], [-1.568, -4.712, -0.147], [-0.966, -3.523, 0.218], [-2.442, -0.579, 1.143], [-2.069, 0.077, 2.299], [3.346, 2.717, 6.178], [-0.152, 2.772, 5.671], [0.219, 1.168, 6.351], [0.098, 0.387, 3.949], [-0.804, 2.900, 0.951], [-1.414, 1.708, -1.129], [-3.299, -1.284, -1.268], [-0.591, 0.538, -4.218], [2.581, -0.358, -2.441], [4.698, 0.814, -2.778], [4.791, 2.849, -4.170], [2.732, 3.697, -5.238], [0.595, 2.536, -4.887], [1.048, 0.275, -0.924], [0.453, -2.711, -2.750], [-0.620, -4.818, -3.388], [-1.931, -6.098, -1.738], [-2.120, -5.284, 0.584], [-1.021, -3.157, 1.232], [-2.935, -1.538, 1.191], [-2.271, -0.372, 3.260]], "forces_ev_per_angstrom": [[0.02, -0.04, -0.11], [0.02, -0.07, -0.31], [0.04, 0.21, 0.60], [-0.11, 0.10, 0.00], [0.29, -0.18, 0.34], [-0.09, -0.26, 0.02], [0.04, 0.27, -0.10], [-0.15, -0.04, -0.14], [0.03, -0.07, 0.06], [-0.17, 0.02, 0.11], [-0.06, 0.34, 0.42], [-0.47, -0.17, 0.07], [-0.31, 0.17, -0.20], [0.10, 0.05, -0.11], [0.21, 0.04, -0.65], [-0.50, -0.42, 0.36], [0.38, 0.20, -0.01], [-0.03, -0.04, -0.07], [0.11, 0.03, 0.01], [0.03, 0.01, -0.01], [0.07, 0.07, -0.05], [-0.05, -0.10, 0.12], [0.41, 0.36, -0.20], [0.26, -0.01, 0.17], [-0.04, -0.07, 0.02], [0.00, -0.42, 0.03], [0.09, 0.01, 0.19], [-0.02, -0.12, -0.04], [0.03, -0.02, -0.11], [-0.04, 0.03, 0.10], [0.07, 0.11, -0.01], [0.01, 0.02, -0.29], [0.06, 0.24, 0.06], [-0.20, -0.13, -0.23], [0.11, -0.18, 0.08], [0.03, 0.13, -0.04], [-0.05, 0.11, -0.09], [0.04, 0.11, -0.01], [0.00, 0.05, -0.07], [0.16, 0.02, -0.11], [-0.13, -0.04, 0.02], [-0.01, -0.04, 0.06], [0.07, -0.03, 0.03], [0.07, 0.04, -0.01], [0.00, 0.06, -0.05], [-0.09, 0.02, -0.05], [-0.11, -0.14, 0.12], [0.00, 0.07, -0.07], [0.00, -0.03, -0.09], [-0.03, -0.08, -0.03], [-0.04, -0.04, 0.06], [0.01, 0.02, 0.08], [-0.01, -0.12, 0.00], [-0.02, -0.05, 0.09]], "nbo_charge": [-0.58, 0.78, -0.68, -0.35, -0.61, 0.68, -0.61, -0.14, -0.15, -0.26, 0.23, -0.64, 0.65, -0.59, 0.06, -0.20, 0.00, -0.23, -0.20, -0.20, -0.20, -0.21, -0.64, 0.68, -0.59, -0.20, -0.12, -0.22, -0.19, -0.22, -0.17, -0.25, -0.18, 0.50, 0.27, 0.23, 0.41, 0.23, 0.23, 0.42, 0.23, 0.22, 0.22, 0.22, 0.22, 0.21, 0.42, 0.22, 0.22, 0.22, 0.22, 0.23, 0.22, 0.22], "homo_energy_ha": -0.314, "smiles": "O=C(O)CNC(=O)c1ccc(NC(=O)/C(=C/c2ccccc2)NC(=O)c2ccccc2)cc1", "e_lumo_ev": 0.0, "homo_lumo_gap_ev": 8.507}

***

{"formula": "C14H30F6O14S2V", "method": "the ωB97M-V functional and the def2-TZVPD basis", "symbols": ["O", "V", "O", "C", "F", "F", "F", "S", "O", "O", "O", "C", "F", "F", "F", "S", "O", "O", "O", "C", "O", "C", "C", "O", "C", "H", "H", "H", "H", "H", "H", "H", "H", "H", "H", "C", "O", "C", "C", "O", "C", "H", "H", "H", "H", "H", "H", "H", "H", "H", "H", "C", "O", "C", "C", "O", "C", "H", "H", "H", "H", "H", "H", "H", "H", "H", "H"], "coordinates": [[-1.699, -1.977, 0.114], [-0.441, -0.968, 0.171], [-0.956, 0.514, 0.228], [0.256, -3.160, -3.407], [-0.749, -3.671, -2.705], [1.391, -3.603, -2.868], [0.218, -3.542, -4.672], [0.207, -1.267, -3.333], [1.557, -0.878, -3.664], [-0.777, -0.775, -4.267], [-0.130, -0.981, -1.924], [-1.549, -3.102, 3.569], [-2.690, -2.441, 3.384], [-1.649, -3.847, 4.653], [-1.354, -3.883, 2.494], [-0.185, -1.782, 3.671], [1.032, -2.460, 4.071], [-0.148, -1.187, 2.318], [-0.679, -0.889, 4.694], [1.588, 1.580, 4.583], [0.279, 2.064, 4.386], [0.079, 2.387, 3.030], [-1.398, 2.449, 2.744], [-2.029, 1.278, 3.185], [-3.334, 1.074, 2.679], [1.754, 0.711, 3.940], [1.783, 1.321, 5.620], [2.317, 2.354, 4.298], [0.541, 1.692, 2.319], [0.529, 3.375, 2.852], [-1.603, 2.577, 1.674], [-1.822, 3.288, 3.318], [-4.083, 1.796, 3.016], [-3.568, 0.059, 2.992], [-3.299, 1.088, 1.583], [-2.860, 1.404, -2.464], [-1.979, 2.050, -3.376], [-0.857, 2.528, -2.701], [0.177, 3.124, -3.649], [0.169, 2.407, -4.862], [1.275, 2.697, -5.669], [-2.484, 0.448, -2.089], [-3.858, 1.353, -2.887], [-2.885, 2.035, -1.565], [-0.380, 1.795, -2.035], [-1.129, 3.296, -1.957], [1.164, 2.930, -3.213], [-0.017, 4.201, -3.674], [2.139, 2.107, -5.332], [1.581, 3.749, -5.639], [1.103, 2.413, -6.706], [2.131, 1.030, -0.101], [1.578, -0.244, 0.172], [2.613, -1.169, 0.522], [2.204, -2.582, 0.124], [0.897, -2.889, 0.540], [0.541, -4.226, 0.330], [2.779, 1.408, 0.695], [1.304, 1.730, -0.199], [2.737, 1.048, -1.010], [2.642, -1.141, 1.621], [3.592, -0.920, 0.117], [2.934, -3.341, 0.410], [2.243, -2.519, -0.976], [1.197, -4.982, 0.775], [0.472, -4.451, -0.738], [-0.411, -4.484, 0.789]], "forces_ev_per_angstrom": [[1.22, 1.36, 0.03], [-1.96, -1.75, 0.30], [-0.40, 0.19, 0.02], [-0.15, 1.76, 0.27], [-0.28, -0.35, -0.31], [0.35, -0.27, 0.06], [-0.25, -0.40, -0.17], [0.15, 1.25, -0.96], [0.25, -0.49, 0.38], [0.04, -1.11, 0.76], [0.05, -0.51, 0.67], [0.88, 1.56, -0.92], [-0.40, -0.19, 0.07], [0.10, -0.24, 0.18], [-0.17, -0.27, 0.51], [-0.02, 0.38, 1.62], [-0.19, -0.34, -0.95], [0.00, -0.05, -0.33], [-0.15, -0.45, -0.76], [0.11, 0.30, -0.48], [0.35, -0.28, 0.07], [-0.14, 0.21, -0.13], [-0.84, 0.21, 0.49], [-0.11, -0.12, 0.07], [0.91, -0.37, -0.38], [0.09, -0.18, 0.14], [-0.42, -0.07, 0.07], [0.09, 0.02, -0.02], [0.10, -0.37, 0.37], [-0.04, 0.10, -0.26], [0.28, 0.25, -0.04], [-0.02, 0.21, -0.24], [0.09, 0.09, 0.26], [-0.38, 0.09, 0.04], [-0.14, 0.02, -0.07], [0.57, 0.77, 0.76], [-0.26, -0.24, 0.08], [0.50, -0.03, 0.78], [0.05, -1.09, 0.45], [-0.59, 0.85, -0.42], [0.78, -0.26, 0.19], [-0.04, -0.15, -0.53], [0.08, -0.21, -0.22], [-0.44, 0.01, 0.10], [-0.18, -0.64, -0.52], [-0.25, 0.29, -0.21], [0.08, 0.48, 0.36], [0.22, 0.09, -0.92], [0.06, 0.03, 0.05], [-0.23, 0.12, -0.01], [-0.39, -0.02, 0.07], [-0.29, 1.06, -0.19], [1.49, -0.38, -0.39], [-0.76, -1.11, 2.17], [0.62, 0.75, -1.90], [0.45, 0.64, 0.46], [-0.68, -1.64, -0.63], [-0.15, -0.40, 0.35], [-0.06, -0.11, -0.10], [-0.23, -0.36, -0.19], [0.37, 0.14, -0.04], [-0.15, 0.11, -0.31], [-0.01, 0.13, 0.45], [-0.21, -0.51, 0.03], [0.67, 0.61, 0.11], [0.04, 0.09, 0.07], [-0.04, 0.77, -0.27]], "lowdin_charge": [-0.30, 0.89, -0.29, -0.66, 0.14, 0.12, 0.15, 0.53, -0.30, -0.26, -0.38, -0.65, 0.13, 0.15, 0.10, 0.53, -0.31, -0.36, -0.28, -0.11, -0.16, -0.22, -0.22, -0.19, -0.09, 0.08, 0.09, 0.08, 0.10, 0.13, 0.11, 0.13, 0.08, 0.08, 0.08, -0.09, -0.16, -0.24, -0.20, -0.17, -0.12, 0.08, 0.09, 0.08, 0.09, 0.12, 0.12, 0.12, 0.09, 0.08, 0.08, -0.06, -0.29, -0.14, -0.17, -0.23, -0.08, 0.10, 0.09, 0.10, 0.14, 0.14, 0.14, 0.12, 0.10, 0.08, 0.08], "homo_energy_ha": -0.249, "e_lumo_ev": 2.4, "total_charge": -1, "homo_lumo_gap_ev": 9.211}

***

{"formula": "C2H4N2OS2", "method": "the ωB97M-V functional and the def2-TZVPD basis", "symbols": ["O", "N", "C", "N", "S", "C", "S", "H", "H", "H", "H"], "coordinates": [[2.254, -0.691, 2.177], [1.635, -0.651, 0.906], [0.696, 0.405, 0.818], [0.037, 0.292, -0.447], [0.820, -0.480, -1.760], [-1.460, 0.233, -0.662], [-2.539, 0.892, 0.337], [2.780, -1.704, 2.172], [0.358, 1.170, 1.724], [1.057, -1.741, -0.924], [-1.829, -0.110, -1.756]], "forces_ev_per_angstrom": [[1.79, -4.02, -0.71], [-3.39, 4.60, 1.38], [2.35, -3.94, 1.36], [-3.10, 0.19, -1.03], [0.78, -2.51, 2.11], [1.43, 0.99, -0.93], [0.23, -0.36, 0.14], [-2.32, 4.61, -0.17], [0.90, -2.23, -2.77], [-0.30, 2.17, -2.03], [1.63, 0.50, 2.66]], "nbo_charge": [-0.55, -0.17, 0.16, -0.62, 0.18, -0.14, 0.01, 0.48, 0.25, 0.15, 0.25], "homo_energy_ha": -0.326, "smiles": "O/N=C/N(S)C=S", "e_lumo_ev": -0.4, "homo_lumo_gap_ev": 8.477}

***

{"formula": "C29H44BrN3P2Pt", "method": "the ωB97M-V functional and the def2-TZVPD basis", "symbols": ["C", "C", "C", "C", "N", "C", "C", "C", "C", "C", "C", "C", "C", "C", "Pt", "P", "H", "H", "H", "H", "H", "H", "H", "H", "C", "C", "H", "H", "H", "H", "H", "C", "C", "H", "H", "H", "H", "H", "C", "C", "H", "H", "H", "H", "H", "Br", "P", "C", "C", "H", "H", "H", "H", "H", "C", "C", "H", "H", "H", "H", "H", "C", "C", "H", "H", "H", "H", "H", "C", "N", "C", "C", "N", "C", "H", "H", "H", "H", "H", "H"], "coordinates": [[3.805, -6.014, -3.469], [2.594, -5.302, -3.548], [1.643, -5.697, -4.508], [1.947, -6.776, -5.342], [3.097, -7.439, -5.254], [4.006, -7.080, -4.353], [2.326, -4.189, -2.678], [2.047, -3.251, -1.955], [1.700, -2.167, -1.146], [2.151, -2.147, 0.183], [1.833, -1.061, 0.980], [1.061, -0.050, 0.391], [0.656, -0.020, -0.951], [0.958, -1.128, -1.723], [0.594, 1.554, 1.481], [-0.881, 0.414, 2.732], [0.692, -5.177, -4.615], [4.578, -5.750, -2.751], [1.235, -7.105, -6.102], [4.934, -7.655, -4.327], [0.664, -1.187, -2.772], [2.759, -2.966, 0.566], [0.175, 0.869, -1.362], [2.193, -0.969, 2.005], [-2.101, 1.301, 3.801], [-3.383, 0.576, 4.220], [-2.348, 2.230, 3.261], [-1.535, 1.630, 4.689], [-3.955, 1.255, 4.866], [-4.027, 0.326, 3.369], [-3.195, -0.340, 4.795], [-1.913, -0.738, 1.724], [-1.921, -2.231, 2.035], [-1.575, -0.589, 0.687], [-2.935, -0.336, 1.771], [-2.563, -2.728, 1.291], [-0.920, -2.678, 1.952], [-2.338, -2.460, 3.026], [0.132, -0.587, 3.897], [-0.579, -1.198, 5.102], [0.940, 0.086, 4.227], [0.607, -1.372, 3.293], [0.142, -1.830, 5.639], [-0.938, -0.437, 5.807], [-1.421, -1.841, 4.816], [0.335, 3.328, 3.185], [-2.833, 2.315, -1.714], [-3.451, 1.433, -0.233], [-4.921, 1.782, 0.006], [-2.809, 1.728, 0.614], [-3.330, 0.352, -0.408], [-5.384, 1.045, 0.672], [-5.018, 2.775, 0.465], [-5.483, 1.780, -0.939], [-1.520, 3.443, -1.110], [-1.631, 4.702, -1.977], [-0.538, 2.961, -1.183], [-1.720, 3.661, -0.052], [-1.143, 5.552, -1.492], [-1.158, 4.551, -2.957], [-2.682, 4.969, -2.149], [-1.928, 1.003, -2.627], [-2.804, 0.414, -3.735], [-1.638, 0.217, -1.914], [-1.009, 1.453, -3.041], [-2.180, -0.128, -4.453], [-3.533, -0.288, -3.312], [-3.344, 1.205, -4.270], [5.102, 4.742, 1.078], [4.152, 3.705, 0.689], [4.292, 2.791, -0.343], [3.177, 1.994, -0.336], [2.359, 2.425, 0.702], [2.964, 3.459, 1.303], [5.919, 4.771, 0.353], [4.591, 5.712, 1.101], [5.509, 4.535, 2.076], [5.161, 2.730, -0.973], [2.951, 1.132, -0.938], [2.601, 4.008, 2.163]], "forces_ev_per_angstrom": [[0.03, -0.21, -0.06], [0.02, 0.13, 0.09], [0.08, -0.05, -0.24], [-0.05, 0.46, 0.49], [0.08, -0.26, -0.23], [-0.20, 0.50, 0.32], [0.13, -0.90, -0.67], [-0.11, 0.25, 0.18], [0.44, -1.47, -0.92], [0.35, 0.71, 1.61], [0.50, -1.34, -1.02], [-1.00, 2.40, 1.42], [0.72, -1.48, -1.10], [-0.95, 1.66, -0.20], [0.80, -0.70, 0.68], [-0.59, -0.56, 0.51], [0.25, -0.08, 0.10], [-0.24, 0.00, -0.13], [0.24, 0.06, 0.23], [-0.29, 0.16, -0.02], [0.13, -0.12, 0.26], [-0.18, 0.13, -0.20], [0.32, -0.49, 0.26], [-0.12, -0.07, -0.38], [0.20, 0.43, -0.12], [-0.04, -0.09, 0.12], [0.07, -0.27, 0.23], [-0.19, -0.09, -0.37], [0.10, -0.20, -0.14], [0.11, 0.03, 0.18], [-0.04, 0.25, -0.21], [-0.06, 0.15, -0.30], [-0.20, -0.32, -0.05], [-0.07, -0.10, 0.28], [0.21, -0.21, 0.01], [0.22, 0.05, 0.28], [-0.26, 0.15, 0.11], [0.19, 0.09, -0.34], [0.11, 0.11, -0.20], [0.02, -0.21, 0.24], [-0.25, -0.17, -0.09], [-0.15, 0.15, 0.19], [-0.23, 0.17, -0.04], [0.08, -0.19, -0.23], [0.24, 0.21, 0.10], [-0.10, 0.55, -0.07], [2.68, -1.72, 1.86], [-0.83, 0.06, -0.18], [-0.43, 0.01, 0.32], [-0.10, -0.01, -0.41], [-0.04, 0.45, -0.14], [0.06, 0.23, -0.09], [-0.06, -0.25, -0.15], [0.05, -0.05, 0.34], [-0.86, 0.71, -0.25], [0.32, 0.53, -0.18], [-0.27, -0.09, -0.02], [-0.01, -0.06, -0.23], [-0.04, -0.12, -0.14], [-0.14, 0.06, 0.20], [0.30, 0.11, 0.07], [-0.33, 0.34, -1.03], [-0.05, -0.24, -0.23], [-0.25, 0.47, 0.01], [-0.42, -0.05, 0.09], [-0.23, 0.06, 0.11], [0.07, 0.18, -0.19], [0.14, -0.30, -0.03], [0.13, 0.27, 0.20], [-0.80, -0.70, -0.16], [-0.49, -0.17, 0.35], [0.44, 0.97, 0.90], [0.10, 0.74, 0.09], [0.86, -0.59, -1.15], [-0.23, 0.01, 0.16], [0.20, -0.24, -0.07], [-0.10, -0.01, -0.31], [0.10, 0.21, 0.03], [-0.01, 0.14, -0.05], [-0.01, -0.15, -0.24]], "lowdin_charge": [0.01, -0.21, 0.00, -0.11, 0.09, -0.10, 0.14, 0.09, -0.20, 0.03, -0.07, -0.37, -0.13, 0.01, 0.66, 0.73, 0.12, 0.12, 0.12, 0.12, 0.14, 0.14, 0.06, 0.11, -0.44, -0.12, 0.04, 0.06, 0.09, 0.06, 0.07, -0.39, -0.11, 0.04, 0.05, 0.08, 0.07, 0.07, -0.38, -0.12, 0.08, 0.06, 0.09, 0.08, 0.06, 0.09, 1.24, -0.37, -0.13, 0.07, 0.08, 0.08, 0.09, 0.08, -0.36, -0.14, 0.07, 0.09, 0.09, 0.08, 0.07, -0.38, -0.13, 0.07, 0.10, 0.09, 0.08, 0.08, 0.01, -0.11, -0.03, -0.11, -0.14, -0.17, 0.10, 0.10, 0.11, 0.13, 0.10, 0.05], "s2": 2.03, "homo_energy_ha": [-0.492, -0.488], "e_lumo_ev": [-5.3, -9.1], "total_charge": 2, "homo_lumo_gap_ev": [8.134, 4.175], "spin_multiplicity": 3}